Entry 1:
DFT (ωB97M-V with the def2-TZVPD basis set) results for 2 unconnected molecules or ions with the total composition C5H11NS in a non-equilibrium geometry.

Values from the calculation:
E_HOMO (spin up / spin down), eV: -7.98 / -7.43

The geometry in ORCA input format:
```
! RIJCOSX wB97M-V def2-TZVPD def2/J DEFGRID3
* xyz 0 1
C -1.80 1.51 -0.19
C -1.13 0.29 -0.76
C 1.92 0.67 0.83
C 1.51 -1.63 -0.09
C 1.57 -0.15 -0.36
N -2.05 0.14 0.29
S -3.75 -0.52 0.12
H -1.28 2.11 0.61
H -2.54 2.02 -0.84
H -1.39 0.12 -1.84
H 1.61 0.22 1.68
H 1.42 1.75 0.78
H 3.02 0.82 0.86
H 1.46 -1.69 0.95
H 2.44 -2.03 -0.59
H 0.46 -1.99 -0.57
H 1.88 0.14 -1.31
H -3.36 -1.78 0.43
*
```


Entry 2:
DFT (ωB97M-V with the def2-TZVPD basis set) results for 3 unconnected molecules or ions with the total composition C5H11NS in a non-equilibrium geometry.

Values from the calculation:
SMILES string: C=CC=S.C=C.N
E_HOMO, eV: -8.85

The geometry in ORCA input format:
```
! RIJCOSX wB97M-V def2-TZVPD def2/J DEFGRID3
* xyz 0 1
C 0.94 4.97 0.58
C 0.27 3.81 0.66
C 0.16 3.20 1.97
S -0.93 2.04 2.31
H 1.18 5.35 -0.50
H 1.65 5.51 1.33
H -0.35 3.54 -0.25
H 0.82 3.53 2.80
C 2.68 -3.50 -3.86
C 2.22 -3.13 -2.69
H 3.27 -2.80 -4.49
H 2.16 -4.27 -4.43
H 1.65 -3.77 -2.13
H 2.37 -2.19 -2.12
N -2.29 -2.01 4.08
H -2.24 -1.64 3.07
H -2.48 -1.15 4.51
H -3.07 -2.58 4.30
*
```


Entry 3:
DFT (ωB97M-V with the def2-TZVPD basis set) results for 2 unconnected molecules or ions with the total composition C5H11NS in a non-equilibrium geometry.

Values from the calculation:
E_HOMO (spin up / spin down), eV: -6.60 / -9.16

The geometry in ORCA input format:
```
! RIJCOSX wB97M-V def2-TZVPD def2/J DEFGRID3
* xyz 0 3
C 2.65 -1.01 -0.69
C 1.83 -1.13 0.58
C -1.85 0.61 1.18
C -1.22 0.10 -1.07
C -1.93 -0.46 0.14
N 2.70 -0.09 0.33
S 3.36 1.42 0.54
H 3.42 -1.75 -0.74
H 2.15 -0.78 -1.68
H -1.53 -1.39 0.63
H -2.26 1.51 0.77
H -0.82 0.65 1.31
H -2.43 0.37 2.06
H -1.40 -0.60 -1.86
H -0.19 0.11 -0.92
H -1.59 1.10 -1.33
H -3.04 -0.53 -0.20
H 2.15 1.86 0.95
*
```


Entry 4:
DFT (ωB97M-V with the def2-TZVPD basis set) results for a gas-phase ion, C5H11O (charge -1) in a non-equilibrium geometry.

Values from the calculation:
SMILES string: CC(C)CC[O-]
E_HOMO, eV: -2.15

The geometry in ORCA input format:
```
! RIJCOSX wB97M-V def2-TZVPD def2/J DEFGRID3
* xyz -1 1
C 0.02 -2.04 0.01
C 0.22 -0.51 0.13
C -0.41 0.17 1.41
C -0.29 0.34 -1.03
C 0.41 1.88 -0.70
O 1.62 1.82 -0.39
H 0.14 -2.45 1.05
H -0.94 -2.24 -0.28
H 0.83 -2.53 -0.72
H 1.30 -0.44 0.19
H 0.02 1.18 1.57
H -0.04 -0.47 2.23
H -1.51 0.24 1.28
H 0.04 -0.09 -1.93
H -1.43 0.49 -1.24
H -0.18 2.39 0.14
H 0.20 2.27 -1.72
*
```


Entry 5:
DFT (ωB97M-V with the def2-TZVPD basis set) results for C5H11O in the gas phase in a non-equilibrium geometry.

Values from the calculation:
E_HOMO (spin up / spin down), eV: -10.10 / -9.68

The geometry in ORCA input format:
```
! RIJCOSX wB97M-V def2-TZVPD def2/J DEFGRID3
* xyz 0 2
C 1.90 -0.43 1.21
O 1.59 -0.82 2.41
C 0.91 -0.43 -0.14
C -0.64 -0.07 0.04
C -1.52 -0.55 -1.17
C -0.69 1.40 0.16
H 2.16 0.60 1.21
H 2.66 -1.09 0.70
H 0.74 -1.57 -0.47
H 1.44 0.06 -0.88
H -1.26 -0.72 0.80
H -2.49 -0.14 -1.15
H -1.09 -0.36 -2.21
H -1.67 -1.54 -1.09
H 0.26 1.86 -0.32
H -0.80 1.77 1.22
H -1.50 2.02 -0.32
*
```


Entry 6:
DFT (ωB97M-V with the def2-TZVPD basis set) results for 2 unconnected molecules or ions with the total composition C5H11O2 in a non-equilibrium geometry.

Values from the calculation:
E_HOMO, eV: -3.55

The geometry in ORCA input format:
```
! RIJCOSX wB97M-V def2-TZVPD def2/J DEFGRID3
* xyz -1 1
C -0.24 1.54 -2.24
C 0.28 2.87 -1.81
H 0.02 1.21 -3.28
H 0.27 0.79 -1.55
H -1.36 1.50 -2.20
H -0.53 3.62 -1.84
H 1.19 3.23 -2.25
H 0.47 2.89 -0.69
C -0.71 -1.11 0.27
C -1.40 -2.47 0.62
C 0.55 -0.53 1.21
O 1.61 -1.12 0.87
O 0.32 0.47 1.86
H -0.31 -1.17 -0.73
H -1.44 -0.32 0.29
H -0.76 -3.35 0.33
H -2.38 -2.54 0.06
H -1.53 -2.50 1.73
*
```


Entry 7:
DFT (ωB97M-V with the def2-TZVPD basis set) results for 2 unconnected molecules or ions with the total composition C5H11O2 in a non-equilibrium geometry.

Values from the calculation:
E_HOMO, eV: -3.99

The geometry in ORCA input format:
```
! RIJCOSX wB97M-V def2-TZVPD def2/J DEFGRID3
* xyz -1 1
C -1.43 -1.21 -1.80
C -0.43 -0.61 -2.79
H -0.90 -1.59 -0.94
H -2.04 -0.38 -1.43
H -2.12 -1.90 -2.29
H 0.20 0.11 -2.26
H 0.27 -1.34 -3.20
H -0.95 -0.06 -3.57
C 0.21 1.03 2.07
C 1.04 -0.18 2.48
C 0.77 1.58 0.71
O 1.45 2.62 0.82
O 0.48 0.92 -0.31
H -0.85 0.80 2.01
H 0.38 1.80 2.81
H 0.90 -0.57 3.49
H 2.10 0.03 2.35
H 0.89 -1.06 1.84
*
```


Entry 8:
DFT (ωB97M-V with the def2-TZVPD basis set) results for 2 unconnected molecules or ions with the total composition C5H11O2 in a non-equilibrium geometry.

Values from the calculation:
E_HOMO, eV: -3.68

The geometry in ORCA input format:
```
! RIJCOSX wB97M-V def2-TZVPD def2/J DEFGRID3
* xyz -1 1
C -0.01 -0.40 1.58
C -1.07 0.67 1.87
C 1.08 -0.23 2.70
H -0.51 -1.44 1.56
H 0.44 -0.42 0.57
H -1.62 0.29 2.63
H -1.76 0.74 1.04
H 1.83 0.40 2.24
H 0.66 0.33 3.51
H -0.64 1.72 1.94
H 1.37 -1.07 3.19
C 0.57 -0.50 -3.28
C -0.69 0.45 -3.27
O -0.51 1.65 -3.14
O -1.76 -0.13 -3.59
H 1.50 -0.03 -2.72
H 0.71 -0.76 -4.28
H 0.40 -1.26 -2.53
*
```


Entry 9:
DFT (ωB97M-V with the def2-TZVPD basis set) results for 2 unconnected molecules or ions with the total composition C5H11O2 in a non-equilibrium geometry.

Values from the calculation:
E_HOMO, eV: -3.97

The geometry in ORCA input format:
```
! RIJCOSX wB97M-V def2-TZVPD def2/J DEFGRID3
* xyz -1 1
C 2.20 -1.19 -0.19
C 2.15 0.01 -1.15
C 1.13 -1.01 0.94
O 1.44 -0.23 1.86
O 0.05 -1.64 0.78
H 2.06 -2.08 -0.80
H 3.14 -1.40 0.32
H 2.86 0.83 -1.12
H 1.15 0.42 -1.05
H 2.16 -0.33 -2.20
C -3.01 0.88 0.10
C -1.57 0.81 0.59
H -3.76 0.47 0.77
H -3.24 1.91 -0.19
H -3.19 0.38 -0.87
H -1.37 0.01 1.31
H -0.91 0.40 -0.16
H -1.31 1.76 1.06
*
```


Entry 10:
DFT (ωB97M-V with the def2-TZVPD basis set) results for 2 unconnected molecules or ions with the total composition C5H11O2 in a non-equilibrium geometry.

Values from the calculation:
E_HOMO, eV: -3.45

The geometry in ORCA input format:
```
! RIJCOSX wB97M-V def2-TZVPD def2/J DEFGRID3
* xyz -1 1
C 2.58 -0.30 -0.03
C 1.86 -1.03 -1.13
O 1.26 -2.09 -0.72
O 1.97 -0.72 -2.35
H 2.47 0.73 -0.12
H 3.57 -0.55 -0.16
H 1.99 -0.46 0.90
C -1.71 1.16 1.33
C -2.39 0.18 0.41
C -2.81 2.14 1.84
H -1.09 1.89 0.77
H -1.17 0.65 2.12
H -2.75 -0.72 0.90
H -3.39 0.56 0.12
H -2.19 3.06 2.24
H -3.41 1.87 2.68
H -1.71 0.07 -0.36
H -3.37 2.52 0.99
*
```


Entry 11:
DFT (ωB97M-V with the def2-TZVPD basis set) results for 2 unconnected molecules or ions with the total composition C5H11O2 in a non-equilibrium geometry.

Values from the calculation:
E_HOMO, eV: -3.72

The geometry in ORCA input format:
```
! RIJCOSX wB97M-V def2-TZVPD def2/J DEFGRID3
* xyz -1 1
C -1.78 2.68 -0.89
C -0.95 4.00 -1.00
O -0.32 4.17 -2.07
O -1.00 4.74 0.01
H -2.79 2.91 -0.55
H -1.25 2.10 -0.13
H -1.83 2.19 -1.86
C 1.33 -2.39 0.37
C -0.11 -2.90 0.50
C 1.55 -0.98 0.87
H 1.98 -3.09 0.93
H 1.69 -2.55 -0.65
H -0.15 -3.92 0.13
H -0.75 -2.30 -0.15
H 0.92 -0.70 1.72
H 2.59 -0.80 1.12
H -0.41 -2.92 1.55
H 1.29 -0.22 0.12
*
```


Entry 12:
DFT (ωB97M-V with the def2-TZVPD basis set) results for 2 unconnected molecules or ions with the total composition C5H11O2 in a non-equilibrium geometry.

Values from the calculation:
E_HOMO, eV: -3.46

The geometry in ORCA input format:
```
! RIJCOSX wB97M-V def2-TZVPD def2/J DEFGRID3
* xyz -1 1
C -1.11 -0.74 -0.07
O -0.82 -1.84 0.64
C -0.09 0.44 0.19
C -0.26 1.54 -0.85
C 0.95 1.89 -1.69
C 1.94 1.09 -2.08
H -1.10 -0.90 -1.17
H -2.10 -0.27 0.12
H 0.87 -0.08 0.10
H -0.14 0.91 1.17
H -1.10 1.43 -1.55
H -0.54 2.51 -0.41
H 0.81 2.76 -2.33
H 2.24 0.17 -1.59
H 2.56 1.47 -2.88
H -0.31 -1.02 3.35
H -0.52 -1.87 1.98
O -0.34 -1.93 3.08
*
```


We obtain energy relative to the best compared isomer or geometry (same formula, charge and spin) values of 142.1; 73.1; 85.7; 30.1; 55.7; 21.6; 4.5; 33.1; 16.8; 32.9; 8.0; 57.3 kcal per mole for the records listed above, in that order.
We obtain E_tot values of -649.81260; -649.92250; -649.75349; -272.27909; -272.18968; -347.61527; -347.64252; -347.59693; -347.62284; -347.59716; -347.63684; -347.55838 a.u. for the records listed above, in that order.